[1]
Molecular formula: C36H102N6O18
Method: DFT, ωB97M-V/def2-TZVPD

Calculated values
total energy	-84769.942	eV
net charge	0
E_HOMO	-8.8	eV
ΔE to the lowest compared entry with this formula, charge and spin	173.4	kcal/mol

Positions of all 162 atoms, in Å:
H  1.389  -3.065  0.683
H  -0.526  3.987  1.939
H  3.172  -1.163  -5.987
O  -2.722  1.741  -3.434
C  -4.519  -4.122  0.671
C  4.282  -1.452  -3.221
H  2.894  -2.300  0.220
H  4.149  -2.029  -4.136
H  2.358  -4.672  5.563
C  -0.261  3.166  -5.199
H  3.271  -1.017  -7.556
C  1.392  1.664  -8.392
H  -2.493  1.438  5.309
H  -0.003  -2.742  -5.755
H  3.971  -2.136  -2.432
H  -1.832  -5.137  -0.792
H  -4.111  0.713  1.379
H  -0.231  2.162  -5.623
O  -4.766  1.772  3.931
H  3.425  3.682  5.440
H  -1.465  0.276  4.644
H  -3.163  -0.414  3.362
O  1.700  0.287  -8.159
H  -0.910  -1.977  -2.268
H  2.642  3.910  3.844
H  0.341  3.790  -5.859
H  1.096  -1.719  -4.859
H  -1.596  0.400  -1.241
C  2.734  -3.465  3.230
H  4.152  1.279  -4.221
H  -3.255  -6.605  0.364
H  -6.480  2.758  3.460
C  3.556  -4.708  3.786
H  -2.321  5.129  -0.113
H  -3.518  1.857  -2.909
O  3.093  -3.442  1.821
H  5.918  4.144  -1.246
C  2.265  -2.548  1.075
H  2.935  -2.505  3.707
N  2.984  -1.670  -6.841
H  0.251  -5.969  2.662
H  1.044  1.827  -9.412
N  -1.106  3.489  5.437
C  -0.578  -5.420  2.214
H  2.437  -0.316  -2.665
H  -1.576  0.417  -4.503
H  1.507  3.192  -3.944
H  7.224  3.628  -3.588
H  7.031  1.897  0.726
C  -2.151  4.369  0.650
H  3.138  2.125  -0.756
O  0.193  4.892  0.192
H  -1.732  1.723  3.619
H  -5.560  -0.071  6.027
H  -4.509  2.313  4.681
H  -1.164  -5.102  3.076
C  1.549  -1.794  -6.915
C  -2.847  -0.964  2.476
C  -0.243  -1.380  -1.646
C  3.408  -4.760  5.283
N  0.130  0.487  -0.124
H  1.677  -3.729  3.244
C  -1.900  -1.016  0.349
H  1.224  -2.398  -7.762
H  -2.888  -1.177  -0.081
H  2.286  2.281  -8.298
C  1.013  -0.387  -7.206
O  -1.380  -6.396  1.442
C  5.388  2.152  -0.423
C  -3.051  -4.462  0.675
C  -0.968  -0.312  -0.705
H  -6.318  0.514  1.964
H  6.984  2.890  -1.660
N  6.116  2.311  0.832
H  3.593  1.783  0.898
H  -4.689  -3.220  0.084
H  3.728  -5.690  5.753
O  -1.967  -0.291  1.610
H  -6.817  1.933  1.224
O  -3.506  -1.094  -5.746
H  -4.500  -1.191  4.801
C  -5.932  1.495  1.687
H  -5.563  -1.893  7.685
H  -0.881  4.137  4.696
O  -5.775  -0.210  8.780
O  5.661  -1.191  -2.873
H  1.011  1.176  4.356
C  -1.637  1.353  4.639
H  0.443  -0.987  -2.396
O  -4.704  1.321  0.933
C  6.147  3.690  -3.741
C  1.048  -2.478  -5.640
H  -0.440  1.629  6.283
H  -0.179  -4.564  1.670
C  -5.025  -0.962  7.864
H  5.786  3.413  -4.732
H  -3.738  -1.331  1.967
O  1.475  3.044  5.262
H  0.199  -2.265  -1.189
C  0.673  2.200  4.515
H  -2.369  -1.858  2.877
H  -5.008  -4.017  1.639
H  -4.096  -1.177  8.392
H  5.706  4.662  -3.517
H  3.203  -5.639  3.341
H  6.354  3.292  0.844
H  0.544  2.662  3.536
H  -1.426  -1.950  0.650
H  3.081  2.224  4.583
H  -0.845  1.934  -3.006
H  -0.870  5.718  1.695
C  2.743  3.252  4.707
N  -2.534  -4.420  -0.682
C  0.423  3.094  -3.874
H  -2.793  2.640  0.217
C  3.410  -0.136  -3.121
C  -5.577  2.423  2.950
H  2.016  -1.681  1.687
C  -2.755  -6.010  1.128
H  -5.250  3.363  2.504
H  -3.206  -4.572  -1.421
H  -2.908  -0.842  -6.453
H  5.338  -3.797  3.972
O  -4.037  -1.271  5.638
O  -1.532  3.764  -5.184
C  -0.568  2.186  5.355
C  -3.675  0.093  -4.877
C  3.884  2.342  0.009
H  -4.598  -0.133  -4.345
H  3.907  -3.879  5.688
O  5.619  2.751  -2.874
H  -2.559  -3.720  1.303
H  5.436  1.099  -0.702
O  3.350  0.750  -4.210
C  -0.822  4.742  1.211
H  -5.099  -4.914  0.197
H  -3.382  -6.138  2.010
H  -2.410  -0.198  -2.990
H  0.579  2.031  -7.764
C  5.922  3.089  -1.518
H  -2.921  4.582  1.392
H  0.860  0.267  -6.348
H  -0.156  4.371  -0.535
C  -2.475  0.418  -3.888
O  -1.993  3.111  -0.028
O  0.101  1.907  -3.166
H  -0.527  3.892  6.161
H  -2.059  3.074  -4.776
H  0.013  -0.601  -7.584
H  5.107  -4.249  2.536
H  0.357  1.280  -0.707
H  0.245  4.030  -3.346
H  -5.333  -0.256  9.631
H  -3.962  0.924  -5.522
N  4.984  -4.602  3.475
H  5.908  -1.553  -2.019
H  1.672  -3.314  -5.323
H  -0.246  0.741  0.779
H  3.825  0.472  -2.317
H  -4.238  0.737  6.646
C  -4.628  -0.276  6.553
H  3.683  3.357  0.351

[2]
Molecular formula: C36H102O15
Method: DFT, ωB97M-V/def2-TZVPD

Calculated values
total energy	-69697.140	eV
net charge	0
E_HOMO	-9.5	eV
ΔE to the lowest compared entry with this formula, charge and spin	28.5	kcal/mol

Positions of all 153 atoms, in Å:
H  4.425  -4.882  -0.710
C  4.296  1.872  1.554
C  0.034  0.611  -0.296
H  0.313  2.878  1.306
H  -1.625  3.348  3.573
H  -1.954  3.945  -0.957
H  3.752  -2.057  -3.760
H  1.997  2.657  -2.985
H  -0.868  3.085  -2.199
H  -0.144  5.357  -0.312
H  -6.647  2.882  -0.604
H  -3.615  -1.752  3.714
H  -1.942  -4.707  -1.293
H  -0.029  -0.860  5.071
H  4.466  -0.435  -0.230
H  -2.250  4.996  3.234
C  -1.892  -1.544  -4.271
O  -0.275  -4.323  3.842
O  1.411  -2.199  3.361
H  -1.941  -1.492  0.418
H  -3.184  -4.107  2.604
H  -4.311  0.282  0.925
C  -0.572  5.237  -2.174
H  -1.174  -0.975  -6.137
H  3.988  4.537  -1.503
C  2.119  -2.417  5.669
H  0.021  -1.901  -5.256
H  -6.412  1.204  1.622
H  -3.599  1.478  2.029
H  -7.272  -2.461  -2.082
H  -1.196  0.550  -4.075
H  -0.660  0.911  -1.081
H  -5.308  -2.216  3.989
H  2.015  5.504  -1.896
H  4.108  -5.915  0.686
H  -1.884  -0.186  -2.609
H  4.483  -1.988  1.631
H  6.942  0.422  0.584
H  3.631  1.874  0.691
H  -5.514  -1.114  -0.961
C  -4.615  -1.763  3.279
H  0.554  0.119  3.735
H  -4.904  -4.647  2.589
O  2.559  5.345  -2.671
O  -5.224  -3.882  -1.061
C  -1.423  3.977  -1.909
H  -4.431  -3.313  -2.759
H  4.710  -0.086  -2.343
H  2.522  -3.397  5.413
H  2.810  -0.705  -3.322
C  0.779  3.686  1.870
H  -0.831  7.458  -2.141
H  2.663  -1.874  6.442
H  -6.358  1.224  -0.609
O  6.037  0.675  0.392
C  6.176  2.918  0.137
C  5.617  -2.061  -1.896
C  -5.135  2.326  0.832
C  4.377  4.036  -3.537
C  -4.683  -1.584  -1.487
C  -0.268  4.723  2.400
O  2.348  -4.129  1.825
H  2.077  -3.439  2.435
H  -1.927  6.592  -1.052
C  -4.640  -2.577  2.008
C  -4.004  1.323  1.028
H  -0.545  -4.589  0.310
H  4.001  2.818  2.006
H  -3.933  -1.730  -0.710
O  3.785  -0.806  -0.796
O  -1.354  -3.970  -1.127
H  -2.932  -1.371  -4.544
H  0.624  -4.781  1.253
H  1.843  3.237  -1.275
H  -5.558  -3.397  -0.303
C  -5.186  -2.904  -2.088
H  -2.003  -3.394  -4.163
H  -0.995  -1.065  1.796
H  -0.280  -0.590  -3.106
H  5.496  2.992  -0.712
C  -6.487  -2.734  -2.788
H  5.309  -3.099  -1.768
H  0.132  5.228  3.280
C  -0.920  -1.502  0.801
H  -2.158  6.524  -2.741
C  3.399  -3.781  0.922
H  1.275  3.208  2.714
H  -0.367  1.106  0.588
H  -0.682  -2.535  1.058
H  1.189  -2.725  6.147
H  -6.790  -3.540  -3.456
H  4.065  4.095  -4.580
H  0.452  -1.453  -0.879
H  -3.935  -2.039  1.375
C  -1.274  -0.368  -3.494
H  1.197  0.378  5.374
H  0.004  5.117  -3.092
C  3.415  4.258  -2.387
H  2.905  -3.123  0.207
O  -6.032  2.058  1.844
C  1.943  -1.525  4.442
O  1.427  -0.978  0.874
H  -2.273  4.024  -2.591
H  5.215  4.727  -3.445
C  0.855  -0.371  4.660
H  -4.065  -4.571  1.156
H  2.699  -2.384  -2.472
H  4.024  0.991  2.137
O  -5.949  -2.495  1.371
H  -4.945  -0.727  3.212
C  3.757  -5.042  0.137
H  -1.275  -2.724  -6.068
H  0.575  -3.883  3.860
H  -2.212  3.864  2.048
H  -6.424  -3.210  1.801
H  3.131  2.189  -1.827
H  2.823  -5.451  -0.249
H  4.925  -3.498  2.468
C  -1.598  4.195  2.886
H  1.002  1.063  -0.517
H  -0.667  6.582  2.011
O  -0.295  -5.018  1.129
H  1.248  -1.612  2.619
C  5.724  1.827  1.077
H  -1.609  -3.310  -1.771
C  -5.831  2.170  -0.481
O  -0.580  5.785  1.484
C  -4.147  -4.033  2.100
H  -4.735  3.325  1.009
H  7.246  2.896  -0.069
H  4.726  3.006  -3.469
C  0.239  -0.868  0.015
C  -1.044  -1.835  -5.480
H  6.307  1.946  1.991
C  -1.371  6.524  -1.987
H  6.178  -2.012  -2.829
O  -1.799  -2.701  -3.531
H  -4.235  -0.967  -2.266
H  6.107  3.871  0.660
H  2.892  -1.051  4.191
H  -5.118  2.418  -1.268
H  5.489  -3.059  0.837
O  0.349  5.303  -1.134
C  3.300  -1.577  -2.891
C  4.634  -3.061  1.513
H  6.357  -1.804  -1.138
H  -0.374  -4.618  2.937
H  -6.318  -1.876  -3.438
C  4.408  -1.059  -1.955
H  -3.197  1.577  0.341
H  2.172  -0.695  0.337
H  1.609  4.115  1.309
C  2.518  3.045  -2.110